Record 1
69
Properties=species:S:1:pos:R:3:mulliken_charge:R:1 method="wB97M-V/def2-TZVPD" e_lumo_ha=-0.0360 e_homo_ev=-8.46 total_charge=0 orbital_gap_ev=7.48
Al 1.671 1.276 -0.814 1.10
N -1.173 3.069 6.415 -0.47
C -0.601 2.307 5.417 1.29
C -0.003 1.066 5.704 -0.73
C 0.368 0.194 4.704 -0.53
C 0.274 0.651 3.385 -0.19
C -0.210 1.921 3.078 -0.51
C -0.596 2.770 4.082 -0.82
S 0.544 -0.314 1.989 1.82
O -0.745 -0.313 1.315 -0.57
O 1.075 -1.607 2.386 -0.79
N 1.636 0.380 0.942 -0.51
C 2.960 0.093 0.944 0.72
N 3.525 0.622 -0.147 -0.19
C 4.849 0.558 -0.366 0.12
C 5.671 -0.054 0.557 -0.86
C 5.009 -0.591 1.647 -0.20
N 3.696 -0.590 1.858 -0.54
H -1.132 2.783 7.348 0.17
H -1.511 3.957 6.127 0.19
H 0.000 0.738 6.783 0.18
H 0.778 -0.730 4.961 0.62
H -0.253 2.291 2.039 -0.05
H -0.992 3.774 3.871 0.27
H 5.279 0.957 -1.315 0.42
H 6.751 -0.007 0.603 0.38
H 5.633 -1.035 2.425 0.41
O 4.247 3.536 -1.173 -0.62
Cl 2.853 3.460 -1.423 1.77
O 2.323 4.558 -2.165 -0.60
O 2.526 2.210 -2.192 -0.73
O 2.127 3.151 -0.176 -0.51
O -1.531 2.439 0.285 -0.64
C -1.209 1.789 -0.659 0.28
O -0.013 1.559 -1.069 -0.15
C -2.285 1.160 -1.540 0.50
C -2.018 0.906 -2.895 -0.50
C -3.066 0.462 -3.635 0.29
C -4.386 0.308 -3.191 -0.54
C -4.566 0.426 -1.832 -0.36
C -3.528 0.886 -1.024 -0.40
N -5.868 0.034 -1.321 1.02
O -6.061 0.264 -0.133 -0.59
O -6.677 -0.466 -2.127 -0.59
N -2.872 0.250 -5.104 1.03
O -1.728 0.000 -5.425 -0.60
O -3.829 0.279 -5.843 -0.62
H -1.020 1.068 -3.275 0.59
H -5.123 -0.045 -3.897 0.60
H -3.817 1.084 0.063 0.46
O -1.711 -5.198 1.152 -0.56
C -1.978 -3.923 0.572 -0.52
N -0.852 -3.225 -0.025 -0.03
C -0.356 -3.543 -1.250 0.26
O -0.685 -4.527 -1.886 -0.69
C 0.556 -2.551 -1.919 0.55
C 1.182 -2.931 -3.127 -0.49
C 2.042 -2.042 -3.676 -1.04
C 2.280 -0.794 -3.058 -0.12
N 1.635 -0.416 -1.935 0.49
C 0.769 -1.325 -1.382 -0.07
H -1.314 -5.775 0.496 0.35
H -2.216 -3.295 1.406 0.28
H -2.780 -3.996 -0.172 0.40
H -0.433 -2.458 0.522 0.02
H 0.990 -3.919 -3.553 0.51
H 2.643 -2.434 -4.466 0.46
H 3.072 -0.124 -3.401 0.44
H 0.176 -1.006 -0.483 -0.05



Record 2
33
Properties=species:S:1:pos:R:3:mulliken_charge:R:1 method="wB97M-V/def2-TZVPD" relative_energy_ev=0.000 e_lumo_ha=-0.0583 e_homo_ev=-8.37 total_charge=0 orbital_gap_ev=6.78
Al 1.542 -0.671 0.875 -0.04
C -0.261 -1.174 -2.403 -1.27
C -0.378 -1.983 -1.168 0.38
N 0.244 -1.757 -0.016 0.19
C -0.123 -2.751 0.864 0.26
C -0.980 -3.597 0.240 0.02
N -1.124 -3.088 -1.032 -0.03
C -1.718 -4.832 0.633 0.47
O -1.555 -5.254 1.868 -0.51
O -2.426 -5.364 -0.180 -0.57
C 0.497 -2.699 2.214 0.84
O 0.260 -3.533 3.057 -0.71
O 1.344 -1.700 2.320 -0.33
H 0.239 -0.232 -2.187 0.25
H -1.246 -0.960 -2.817 0.40
H 0.324 -1.709 -3.151 0.32
H -1.720 -3.518 -1.727 0.24
H -0.940 -4.687 2.399 0.44
O 0.470 5.958 -0.191 -0.65
C 1.171 5.436 0.675 0.10
O 1.911 5.873 1.573 -0.63
C 1.173 3.919 0.752 0.67
C 0.223 3.239 1.530 -0.70
C 0.274 1.876 1.636 -0.18
N 1.226 1.156 1.001 0.13
C 2.165 1.805 0.255 0.33
C 2.169 3.162 0.112 -0.37
C 3.170 0.884 -0.406 0.32
O 4.042 1.285 -1.118 -0.57
O 2.964 -0.408 -0.109 -0.28
H -0.550 3.789 2.047 0.44
H -0.441 1.320 2.230 0.48
H 2.934 3.630 -0.491 0.56



Record 3
54
Properties=species:S:1:pos:R:3:mulliken_charge:R:1 method="wB97M-V/def2-TZVPD" e_lumo_ha=0.0387 e_homo_ev=-3.98 total_charge=-1 orbital_gap_ev=5.03
N -0.096 -0.198 0.092 1.04
O -0.018 -1.033 0.937 -0.67
O 0.611 -0.261 -0.903 -0.69
O -0.946 0.614 0.208 -0.69
O 5.372 3.038 3.827 -0.60
S 4.026 2.629 3.540 1.11
O 3.572 1.283 3.256 -0.56
O 3.145 3.268 4.839 -0.32
C 1.713 3.295 4.674 -0.17
C 1.091 3.452 6.041 -1.30
C 3.437 3.683 2.176 -0.94
H 1.346 2.364 4.243 0.40
H 1.341 4.056 3.988 0.32
H 0.005 3.529 5.978 0.38
H 1.307 4.451 6.419 0.32
H 1.533 2.687 6.679 0.32
H 4.205 3.581 1.410 0.38
H 3.522 4.686 2.594 0.32
H 2.422 3.394 1.900 0.34
O -7.421 -3.622 2.964 -0.59
S -6.891 -2.400 3.565 1.10
O -7.767 -1.420 4.237 -0.58
O -5.644 -2.764 4.613 -0.28
C -4.560 -3.514 4.206 -0.10
C -3.591 -3.778 5.320 -1.22
C -5.902 -1.485 2.220 -0.88
H -3.950 -3.104 3.401 0.33
H -4.879 -4.506 3.886 0.28
H -4.195 -3.729 6.227 0.32
H -2.843 -2.989 5.403 0.29
H -3.054 -4.702 5.108 0.34
H -6.615 -1.249 1.430 0.35
H -5.140 -2.218 1.954 0.34
H -5.537 -0.537 2.615 0.31
O 1.500 -3.136 -7.892 -0.62
S 2.757 -2.985 -7.149 1.17
O 2.950 -3.577 -5.829 -0.57
O 3.942 -3.526 -8.119 -0.29
C 3.909 -3.268 -9.518 -0.22
C 5.303 -3.308 -10.125 -1.17
C 3.240 -1.197 -7.130 -0.85
H 3.504 -2.266 -9.662 0.34
H 3.275 -3.970 -10.060 0.28
H 5.917 -2.688 -9.471 0.31
H 5.322 -2.906 -11.138 0.36
H 5.659 -4.337 -10.161 0.29
H 2.400 -0.620 -6.743 0.34
H 3.609 -0.824 -8.086 0.30
H 4.095 -1.092 -6.463 0.32
C -3.350 6.557 1.605 -0.31
Br -4.198 5.745 3.248 -0.02
Br -1.776 7.608 2.106 -0.01
Br -4.618 7.586 0.538 -0.02
H -3.039 5.704 1.004 0.36



Record 4
5
Properties=species:S:1:pos:R:3:mulliken_charge:R:1 method="wB97M-V/def2-TZVPD" relative_energy_ev=6.772 e_lumo_ha="-0.0161 / -0.0158" e_homo_ev="-10.58 / -10.47" total_charge=0 orbital_gap_ev="10.14 / 10.04"
C 0.013 0.625 0.044 -0.02
O 0.277 -0.613 -0.023 -0.30
O -0.180 -2.330 -0.174 -0.18
H 0.880 1.268 0.195 0.24
H -0.990 1.050 -0.043 0.25



Record 5
6
Properties=species:S:1:pos:R:3:mulliken_charge:R:1 method="wB97M-V/def2-TZVPD" relative_energy_ev=4.559 e_lumo_ha="0.1172 / 0.1204" e_homo_ev="-3.23 / -3.24" total_charge=-1 orbital_gap_ev="6.42 / 6.52"
N 2.120 0.610 -0.515 -0.34
O -1.215 -1.315 -0.251 -0.58
O -1.618 1.106 0.034 -0.59
S -0.668 -0.009 0.174 0.33
H 2.027 -0.195 -1.146 0.17
H -0.648 -0.197 1.704 0.01



Record 6
46
Properties=species:S:1:pos:R:3:mulliken_charge:R:1 method="wB97M-V/def2-TZVPD" e_lumo_ha="0.0080 / -0.0286" spin_multiplicity=3 e_homo_ev="-7.95 / -8.33" total_charge=0 orbital_gap_ev="8.17 / 7.56"
C -4.180 -2.244 -1.574 -0.70
C -2.990 -2.977 -1.559 -0.70
C -1.774 -2.347 -1.246 0.24
C -1.769 -0.995 -0.905 1.08
C -2.950 -0.249 -0.983 0.98
C -4.169 -0.880 -1.267 -0.73
C -0.495 -3.119 -1.250 -1.42
C 0.755 -2.291 -1.606 0.50
N 0.972 -2.202 -3.010 -0.02
Ti -0.056 -0.184 0.245 -1.42
C -2.890 1.233 -0.727 -1.29
P -1.117 1.747 -1.033 1.27
H -2.965 -4.041 -1.808 0.39
H -5.084 -0.284 -1.257 0.45
H -5.115 -2.735 -1.848 0.36
H -3.147 1.492 0.312 0.39
H -3.563 1.804 -1.386 0.56
H -0.322 -3.580 -0.267 0.51
H -0.559 -3.942 -1.968 0.36
H 0.755 -1.223 -1.183 -0.17
C -1.024 3.483 -0.530 -1.23
C -1.197 1.855 -2.855 -1.49
H 1.644 -2.796 -1.194 0.57
C -0.027 -1.614 -3.848 -0.74
C 2.327 -2.003 -3.438 -0.98
H 1.066 1.281 0.124 -0.07
H 0.251 -1.820 -4.890 0.46
H -1.015 -2.047 -3.662 0.24
H -0.120 -0.517 -3.737 0.02
H 2.389 -2.206 -4.511 0.33
H 2.704 -0.982 -3.255 0.30
H 2.983 -2.701 -2.908 0.31
H -1.905 2.633 -3.168 0.43
H -0.209 2.101 -3.256 0.41
H -1.524 0.905 -3.284 0.35
H -1.851 4.085 -0.927 0.39
H -1.026 3.546 0.564 0.33
H -0.082 3.909 -0.899 0.40
H 1.472 0.696 -0.319 0.28
Cl 0.491 -0.980 5.136 -0.12
C 0.205 0.029 3.873 -0.32
Cl 1.580 -1.516 1.245 -0.52
C -1.071 -0.036 3.194 0.59
O -2.155 -0.275 3.689 -0.54
O -0.886 0.141 1.829 -0.37
H 1.080 0.433 3.364 0.33



| no. | E_tot (hartree) |
| --- | --- |
| 1 | -3518.58879 |
| 2 | -1509.08352 |
| 3 | -10270.07768 |
| 4 | -189.53986 |
| 5 | -604.48585 |
| 6 | -2902.36469 |